Below is a 12-piece molecular cluster, C5H35NO11S2 overall at a distorted geometry, with properties calculated with ωB97M-V/def2-TZVPD.

Each line ends with the natural charge from an NBO analysis.
Geometry (Å):
1 H -4.0454 -1.1303 -1.5596  0.209
2 H 0.7879 -4.1048 3.4945  0.219
3 C -3.2689 -1.7338 -1.1120  -0.628
4 H -0.1430 -2.0216 4.4962  0.173
5 H 2.0480 0.9642 -1.1122  0.485
6 C -0.9816 -2.0746 2.4434  -0.578
7 H -2.0103 2.5217 -3.2705  0.501
8 H 0.2470 -1.2161 -3.5864  0.490
9 H -1.0892 2.4788 2.3879  0.498
10 O -2.0259 2.1790 2.5285  -0.991
11 O -2.0155 3.5926 -0.1579  -0.962
12 H -1.7336 -2.7055 2.9477  0.233
13 S -0.4994 -0.9730 -0.4821  0.094
14 H 0.1696 3.6872 0.8392  0.492
15 H 1.9098 -3.0012 4.1038  0.201
16 H 1.8021 -0.5233 3.2318  0.374
17 O 0.2408 3.0663 1.5757  -0.997
18 O 2.4413 -0.8148 -2.4179  -0.972
19 O 2.6739 1.8403 1.8702  -1.003
20 H -2.3923 3.4942 -1.0478  0.492
21 H 3.7662 -0.4830 0.5390  0.497
22 H -0.4923 4.0090 -0.9324  0.510
23 S -0.3718 -2.4401 0.7756  0.079
24 H -1.9022 2.6819 0.1494  0.498
25 H 1.5395 -3.5600 -3.2238  0.476
26 H -3.5764 2.2798 -2.7496  0.495
27 C 1.1442 -3.1101 3.2820  -0.640
28 O 0.4866 3.9502 -0.9710  -1.000
29 H 2.6351 1.8785 0.8917  0.517
30 H -1.2929 -0.9853 2.3994  0.240
31 H -3.3830 -1.8480 -0.0287  0.219
32 O 2.8663 -0.5117 0.2089  -0.992
33 O 2.1233 1.8785 -0.8264  -0.988
34 O 1.0001 -2.8566 -3.6019  -0.969
35 H -2.0238 2.1047 3.4902  0.460
36 H -0.7508 -1.0789 -4.7057  0.471
37 H 0.9306 4.7427 -0.6467  0.484
38 N 0.7965 -0.6115 3.3243  -0.868
39 H 0.3567 0.0145 2.6720  0.375
40 H -1.5535 -2.0658 -2.2504  0.232
41 H 2.0747 -0.8034 -1.4962  0.500
42 C -1.8615 -1.2511 -1.5897  -0.570
43 H -1.9207 -0.3541 -2.2063  0.246
44 H 3.4200 2.3598 2.1838  0.478
45 O -0.5346 -0.6919 -3.8448  -0.969
46 H 2.2053 -0.1121 0.7772  0.508
47 H 3.2539 -1.2529 -2.1242  0.472
48 H 1.6249 -2.9983 2.3095  0.219
49 H -3.4750 -2.7840 -1.3738  0.213
50 H 1.4492 2.3790 -1.3232  0.512
51 C 0.1939 -1.9072 3.4599  -0.043
52 H 1.1832 3.0273 1.8438  0.500
53 H 1.6549 -2.1281 -3.5758  0.489
54 O -2.8611 2.8828 -2.9918  -0.984

Results
**Molecular weight**: 349.5 Da
**LUMO level**: 0.00636 hartree
**ΔE to the lowest compared entry with this formula, charge and spin**: 3.023 eV
**HOMO-LUMO gap**: 8.6 eV
**Multiplicity**: 1
**Electronic energy**: -1890.218976 hartree
**Charge**: 0
**SMILES**: CCSSC[C@@H](C)N.O.O.O.O.O.O.O.O.O.O.O

Below is a 13-piece molecular cluster, C5H35NO13S overall at a distorted geometry, with properties calculated with ωB97M-V/def2-TZVPD.

Each line ends with the natural charge from an NBO analysis.
Geometry (Å):
1 C -2.5584 1.4234 -1.9613  -0.069
2 C 0.1007 1.3104 1.8053  -0.635
3 H 2.9614 -1.1547 -1.2466  0.504
4 O -3.2683 1.8969 2.9677  -0.996
5 H 3.5186 1.0283 -0.8276  0.517
6 O 0.7670 -1.4032 4.0261  -0.969
7 H 0.0694 -0.3849 0.4377  0.211
8 O 2.0110 0.3766 -3.1013  -1.023
9 C -0.2587 0.6839 0.4569  -0.242
10 O 2.6684 -1.9276 -0.7145  -0.977
11 H -3.0661 0.9255 -2.8030  0.170
12 H -1.0347 2.6407 -1.6371  0.486
13 H 1.1699 1.5092 1.9750  0.239
14 H -2.9524 1.0011 2.7049  0.511
15 H 3.1528 2.9325 -1.5846  0.439
16 C -2.0515 0.2022 -1.1251  -0.082
17 C -3.1472 -0.9098 -1.1439  -0.517
18 N -1.7117 0.6406 0.2169  -0.664
19 H -0.9123 -3.0153 -2.5933  0.499
20 H 3.7354 2.3922 1.5998  0.456
21 H 1.0302 -1.7278 3.1577  0.485
22 H -3.0110 -1.4763 2.5755  0.491
23 H 4.4175 -1.5661 0.5695  0.502
24 O 4.5671 -2.2141 1.2752  -0.976
25 H -1.2129 -0.1354 -1.7565  0.200
26 H 3.8356 -2.8255 1.1502  0.470
27 H -3.9213 -0.5648 -0.4183  0.180
28 H 4.4489 0.3351 -1.8539  0.465
29 O -0.4296 -2.6941 -3.3914  -0.987
30 H -3.7135 -0.9511 -2.0763  0.185
31 O -1.9933 -3.9278 2.3399  -0.982
32 H 0.3222 1.1522 -0.3272  0.194
33 H -1.4566 -3.3793 2.9251  0.459
34 O -1.4905 2.2525 -2.3979  -0.738
35 O 3.3418 3.1912 1.2220  -0.995
36 H 1.4039 3.3580 -0.6598  0.506
37 O 4.2565 0.3591 -0.9096  -1.016
38 O -2.4804 -0.6748 2.4779  -1.029
39 H 1.0805 0.1943 -2.9954  0.471
40 H -2.5106 2.4872 2.9893  0.456
41 H -3.3367 1.9625 -1.4222  0.141
42 H 3.0703 2.9312 0.3026  0.500
43 H -0.4009 2.2772 1.9762  0.176
44 H 0.2617 -2.2005 -2.9209  0.458
45 H -2.1875 -0.6331 1.5308  0.527
46 H -0.1905 0.6236 2.5844  0.204
47 H -0.0220 -0.8555 3.9835  0.486
48 S -2.3832 -2.5290 -0.7498  -0.720
49 H 0.4020 3.2980 0.4693  0.449
50 H -2.0040 1.6023 0.3718  0.355
51 H 2.6362 -2.5892 -1.4135  0.459
52 O 2.4559 2.3375 -1.2794  -1.231
53 O 0.6810 3.9356 -0.2034  -1.020
54 H -1.8070 -3.5214 1.4663  0.504
55 H 2.2496 1.1096 -2.4824  0.513

Results
**Molecular weight**: 349.4 Da
**LUMO level**: 0.17731 hartree
**ΔE to the lowest compared entry with this formula, charge and spin**: 0.000 eV
**HOMO-LUMO gap**: 6.5 eV
**Multiplicity**: 1
**Electronic energy**: -1642.640261 hartree
**Charge**: -2

Below is a 12-piece molecular cluster, C5H36NO12 overall at a distorted geometry, with properties calculated with ωB97M-V/def2-TZVPD.

Each line ends with the natural charge from an NBO analysis.
Geometry (Å):
1 H 2.1210 -0.1048 0.9294  0.472
2 H 2.4676 0.4126 -1.6157  0.523
3 N 1.3856 -0.1730 1.6419  -0.749
4 H 2.7980 -2.7243 0.6645  0.487
5 H 1.2242 -1.7002 -1.7133  0.480
6 H -0.6596 -2.4441 -4.2088  0.501
7 C 0.4369 0.9002 1.2161  -0.046
8 C 1.2539 2.0491 0.6277  -0.646
9 O -2.1827 3.4566 1.0298  -0.955
10 C -0.4674 0.3226 0.1050  -0.435
11 O 1.1986 -2.6713 -1.7557  -0.976
12 O -1.8485 -0.4343 2.9137  -0.744
13 O 1.8927 1.6062 -2.8037  -0.976
14 O 1.9805 -1.7231 3.7558  -0.983
15 H -2.6994 0.5504 1.4164  0.178
16 H 0.6643 -3.3546 1.8666  0.507
17 O 0.0903 -3.3940 2.6683  -1.006
18 H 1.7309 1.8679 -0.3316  0.227
19 H 2.0059 2.4725 1.2983  0.222
20 H 2.7160 -2.3346 3.6363  0.482
21 H 1.2409 -2.3463 3.8872  0.510
22 H 2.2085 2.4658 -3.0832  0.488
23 H -1.6424 -1.4736 -0.2401  0.230
24 H -1.4562 2.2663 -3.1536  0.483
25 H -1.4292 -3.3235 -3.2256  0.498
26 H -3.0822 3.6326 1.3085  0.493
27 O -0.9486 -2.4880 -3.2897  -0.951
28 H 0.9743 -1.0984 1.7226  0.471
29 H 0.9494 1.8417 -2.7161  0.506
30 O -3.0603 0.0397 -2.8420  -0.955
31 H -0.9750 4.6697 -1.7727  0.483
32 H -1.7852 3.3484 1.9029  0.484
33 O -1.0074 1.8976 -2.3830  -1.005
34 H -2.3066 -0.5578 -2.8819  0.474
35 O -0.5967 4.2000 -1.0627  -0.971
36 H -0.6626 -1.5955 1.0895  0.194
37 C -1.2992 -0.8468 0.5937  -0.436
38 H -1.1290 4.2757 -0.2477  0.517
39 H -1.0157 2.6819 -1.7651  0.504
40 H 3.5069 -0.7515 -1.2531  0.496
41 H -1.1688 1.0253 -0.3406  0.247
42 H 1.5498 -2.6608 -0.1724  0.514
43 H 1.6596 -0.1268 2.6316  0.469
44 H 0.5583 2.8832 0.5145  0.233
45 O 2.7509 -0.2466 -0.9498  -1.020
46 H -1.5566 -1.3074 3.2009  0.478
47 H 0.3339 -2.7166 -2.2496  0.504
48 O 1.8441 -2.6533 0.7873  -1.017
49 H 0.1512 0.0964 -0.7598  0.210
50 H -0.2545 -4.2937 2.6392  0.488
51 H -3.2530 -1.1294 1.5496  0.188
52 H -2.7462 0.8340 -2.4069  0.475
53 H -0.0879 1.3617 2.0493  0.226
54 C -2.3733 -0.4841 1.5781  -0.071

Results
**Molecular weight**: 302.3 Da
**LUMO level**: -0.08499 hartree
**ΔE to the lowest compared entry with this formula, charge and spin**: 1.660 eV
**HOMO-LUMO gap**: 10.7 eV
**Multiplicity**: 1
**Electronic energy**: -1169.549383 hartree
**Charge**: +1

Below is C5H36NO15 as an isolated structure at a distorted geometry, with properties calculated with ωB97M-V/def2-TZVPD.

Each line ends with the natural charge from an NBO analysis.
Geometry (Å):
1 O 0.1112 -4.1481 -0.7851  -0.940
2 O 4.5687 -0.0366 0.7765  -0.983
3 H -2.4029 2.5882 1.2917  0.484
4 C 1.1078 0.7399 -1.2038  -0.064
5 O -3.1096 1.2746 -2.7286  -0.937
6 H -0.7483 -1.7630 -1.7288  0.478
7 H -2.0814 0.1777 0.6084  0.524
8 O -1.8311 3.1625 1.8102  -0.986
9 H 0.3645 -1.2121 -0.6117  0.237
10 O -1.0937 -0.8677 1.5050  -1.189
11 H 1.3520 -0.6840 2.8784  0.479
12 H -2.5483 1.4435 3.4387  0.466
13 H 1.3437 -2.1069 1.5016  0.496
14 H 0.0946 -0.4696 1.8707  0.517
15 H -3.4404 -0.2802 0.9927  0.480
16 O -3.6628 -1.1797 -1.4975  -0.985
17 H -0.0670 0.0557 -3.9656  0.504
18 H 4.0101 0.7344 1.0457  0.491
19 N 2.1563 1.6759 -0.7852  -0.648
20 H -1.5001 2.7295 2.6087  0.490
21 O 1.0910 -2.9947 1.2477  -0.993
22 O -0.4007 0.8909 -4.2992  -0.963
23 H -1.7625 0.3789 2.6656  0.515
24 O 1.7036 -1.5392 -3.1931  -0.569
25 H 2.9445 3.1733 0.2097  0.171
26 C 1.3068 -0.7431 -0.9395  -0.567
27 H -3.7359 -0.9693 -2.4256  0.475
28 O 1.2695 1.6725 4.1599  -1.000
29 O -1.7262 0.9783 3.4415  -0.992
30 H -1.3239 -1.8083 1.4684  0.458
31 H 0.1497 -3.1352 1.2307  0.467
32 H -1.2026 1.2111 -3.9020  0.463
33 C 1.7609 -1.7038 -1.9988  0.462
34 H 0.7825 -4.8301 -0.6521  0.481
35 O 2.6702 1.7177 1.6282  -0.822
36 H 2.1100 0.8839 1.7434  0.514
37 H -0.5419 2.0953 -1.4789  0.218
38 H -0.6959 -4.5759 -0.9981  0.463
39 H 4.2956 -0.6968 1.3917  0.458
40 O 1.2298 -0.4256 1.9528  -1.067
41 H 1.8951 -0.9024 -0.0391  0.270
42 H -3.1860 -0.4561 -1.0588  0.483
43 O -1.2768 -1.7456 -2.5196  -0.969
44 H 0.4002 1.4241 3.8348  0.491
45 H 1.0522 0.8077 -2.3010  0.214
46 O -3.0388 0.4389 0.5095  -1.020
47 H 2.3083 -2.6060 -1.6679  0.116
48 C -0.2848 1.2871 -0.7998  -0.624
49 H 1.9397 1.7844 3.4617  0.495
50 H -2.0831 -2.2184 -2.4104  0.484
51 H 3.0096 1.3377 -1.1646  0.373
52 H -1.0435 0.5085 -0.8362  0.193
53 C 2.2316 2.3891 0.4528  0.080
54 H 1.2758 2.8665 0.6715  0.172
55 H -2.2891 0.7789 -2.8130  0.458
56 H -0.2263 1.7484 0.1835  0.220
57 H -3.2322 1.1433 -1.7777  0.477

Results
**Molecular weight**: 350.3 Da
**LUMO level**: 0.08330 hartree
**ΔE to the lowest compared entry with this formula, charge and spin**: 3.662 eV
**HOMO-LUMO gap**: 8.5 eV
**Multiplicity**: 1
**Electronic energy**: -1395.496161 hartree
**Charge**: -1

| no. | HOMO energy (eV) |
| --- | --- |
| 1 | -8.45 |
| 2 | -1.72 |
| 3 | -12.97 |
| 4 | -6.21 |